[1]
{"formula": "C20H46IrOP4", "method": "ωB97M-V/def2-TZVPD", "species": ["Ir", "P", "P", "P", "P", "O", "C", "C", "C", "C", "C", "C", "C", "C", "C", "C", "C", "C", "C", "C", "C", "C", "C", "C", "C", "C", "H", "H", "H", "H", "H", "H", "H", "H", "H", "H", "H", "H", "H", "H", "H", "H", "H", "H", "H", "H", "H", "H", "H", "H", "H", "H", "H", "H", "H", "H", "H", "H", "H", "H", "H", "H", "H", "H", "H", "H", "H", "H", "H", "H", "H", "H"], "coordinates": [[-0.774, 0.741, 0.650], [-1.307, 2.182, 2.096], [2.030, -2.456, -1.882], [-2.046, -1.178, 0.910], [0.889, -0.284, 2.254], [-0.035, 0.147, -1.383], [-2.285, -1.852, -0.771], [-1.660, -2.696, 1.901], [-0.126, 0.424, -3.771], [-1.148, 2.891, -1.643], [2.421, 0.697, 2.150], [0.448, -0.208, 4.026], [2.129, 2.066, -3.586], [1.566, 1.578, -2.410], [0.402, 0.753, -2.475], [0.129, 3.304, 2.342], [0.498, 0.889, -4.930], [3.430, -1.601, -1.180], [1.649, 1.654, -4.824], [-3.711, -0.702, 1.492], [1.565, -1.998, 2.205], [-2.585, 3.174, 1.274], [2.108, -2.537, -3.669], [1.709, -3.998, -1.007], [-2.163, 2.032, -1.581], [-2.045, 1.895, 3.744], [0.956, -2.619, 1.538], [0.120, 0.622, -5.899], [2.611, -2.010, 1.859], [-2.944, 2.519, 3.825], [-1.441, -2.491, 2.957], [-4.024, 0.289, 1.139], [-0.200, 4.351, 2.274], [-3.094, 2.348, -1.089], [-0.563, -0.611, 4.095], [3.524, -1.834, -0.111], [0.482, 0.814, 4.401], [-2.360, 0.855, 3.893], [2.458, -4.163, -0.208], [2.644, -1.680, -4.096], [1.881, 1.913, -1.402], [-2.332, 1.276, -2.375], [-2.559, -3.326, 1.890], [2.228, 1.720, 2.488], [0.604, 3.127, 3.320], [-3.065, 3.896, 1.951], [4.305, -1.932, -1.760], [3.246, -0.529, -1.313], [2.147, 2.027, -5.720], [-2.147, 3.678, 0.414], [2.972, 2.749, -3.536], [-4.400, -1.458, 1.096], [1.088, -2.518, -4.089], [-1.380, 2.155, 4.577], [3.183, 0.240, 2.795], [-0.946, 3.649, -0.877], [-0.572, 3.008, -2.563], [1.040, -1.504, -1.583], [0.876, 3.133, 1.554], [1.121, -0.834, 4.622], [2.792, 0.716, 1.117], [2.630, -3.472, -3.906], [-2.479, -1.071, -1.511], [-1.058, -0.135, -3.816], [-3.338, 2.471, 0.897], [1.768, -4.856, -1.700], [1.546, -2.457, 3.204], [-0.845, -3.314, 1.501], [-3.739, -0.730, 2.588], [-3.135, -2.536, -0.741], [0.707, -3.990, -0.551], [-1.399, -2.409, -1.082]], "e_lumo_ha": [-0.4465, -0.6228], "charge": 4, "s2": 8.7818, "de_lowest_kcal_mol": 80.5, "multiplicity": 6, "max_force_ev_per_a": 5.62, "total_energy_ha": -2332.90805}

=====

[2]
{"formula": "BrH14O7", "method": "ωB97M-V/def2-TZVPD", "species": ["Br", "O", "O", "O", "O", "O", "O", "O", "H", "H", "H", "H", "H", "H", "H", "H", "H", "H", "H", "H", "H", "H"], "coordinates": [[0.028, -0.099, -0.404], [1.819, -2.396, -0.938], [-2.657, 0.405, -0.109], [1.618, 1.700, -1.576], [-1.356, 2.368, -0.704], [0.814, -1.409, 1.607], [0.805, 1.322, 1.667], [-1.294, -2.304, -0.052], [0.649, -0.662, 1.033], [-0.992, -1.423, -0.274], [2.400, -2.224, -1.679], [1.593, 0.797, 1.808], [0.572, 1.164, 0.752], [1.204, -1.027, 2.393], [-1.851, 0.094, -0.522], [-1.493, 2.700, 0.183], [0.862, 1.247, -1.203], [-1.078, 1.460, -0.580], [1.301, 2.584, -1.762], [-1.238, -2.343, 0.903], [1.352, -1.572, -0.803], [-3.057, -0.383, 0.259]], "e_lumo_ha": 0.1303, "charge": -1, "de_lowest_kcal_mol": 146.1, "max_force_ev_per_a": 5.32, "total_energy_ha": -3109.01082}

=====

[3]
{"formula": "C9H14O", "method": "ωB97M-V/def2-TZVPD", "species": ["O", "C", "C", "C", "C", "C", "C", "C", "C", "C", "H", "H", "H", "H", "H", "H", "H", "H", "H", "H", "H", "H", "H", "H"], "coordinates": [[0.659, 2.508, -1.003], [-3.119, -0.457, -0.601], [1.767, -0.970, 0.809], [1.620, 1.394, 0.890], [1.874, 0.173, 1.572], [1.219, 1.430, -0.433], [1.368, -0.956, -0.552], [1.923, -2.234, 1.611], [-2.974, 0.963, -1.093], [1.138, 0.240, -1.174], [0.937, -2.537, 1.944], [-3.195, 0.923, -2.216], [-1.912, 1.241, -1.163], [0.630, 0.341, -2.111], [1.830, 2.381, 1.270], [-4.114, -0.804, -0.339], [0.753, 3.320, -0.420], [2.434, 0.206, 2.485], [-2.954, -1.114, -1.463], [1.202, -1.922, -1.074], [2.421, -3.078, 1.057], [-3.586, 1.734, -0.663], [-2.515, -0.716, 0.245], [2.595, -2.063, 2.422]], "e_lumo_ha": 0.0303, "charge": 0, "de_lowest_kcal_mol": 24.6, "max_force_ev_per_a": 3.57, "total_energy_ha": -426.53356, "smiles": "Cc1ccc(O)cc1.CC"}

=====

[4]
{"formula": "C5H11N3", "method": "ωB97M-V/def2-TZVPD", "species": ["N", "N", "N", "C", "C", "C", "C", "C", "H", "H", "H", "H", "H", "H", "H", "H", "H", "H", "H"], "coordinates": [[-1.261, 1.323, 0.626], [2.201, 0.061, 0.843], [0.771, -1.418, -0.486], [-0.398, 0.578, -0.179], [-1.449, -1.670, 0.518], [1.819, -0.618, -0.310], [-0.361, -0.815, -0.067], [0.014, 1.334, -1.418], [2.694, -0.903, -0.893], [-2.440, -1.334, 0.208], [-1.294, -2.697, 0.189], [-1.425, -1.672, 1.611], [-1.825, 0.822, 1.295], [0.634, 2.193, -1.156], [2.146, -0.540, 1.665], [-1.776, 2.073, 0.187], [-0.871, 1.693, -1.956], [2.242, 0.886, 1.422], [0.579, 0.705, -2.098]], "e_lumo_ha": [0.0327, 0.0327], "charge": 0, "de_lowest_kcal_mol": 71.6, "max_force_ev_per_a": 3.63, "total_energy_ha": -361.27530, "smiles": "C/C(N)=C(C)\\N=C/N"}

=====

[5]
{"formula": "C4H4AgO5", "method": "ωB97M-V/def2-TZVPD", "species": ["Ag", "O", "O", "O", "O", "O", "C", "C", "C", "C", "H", "H", "H", "H"], "coordinates": [[-1.894, 0.462, 1.517], [-0.074, 0.039, 2.183], [-0.075, 1.299, -0.936], [-1.947, -0.295, 3.409], [-0.483, -0.821, -0.996], [0.013, -0.823, 4.402], [-0.636, 0.290, -0.300], [-0.666, -0.346, 3.510], [0.884, 0.820, -1.915], [0.611, -0.683, -1.940], [1.453, -1.291, -1.591], [0.257, -1.051, -2.909], [0.665, 1.323, -2.862], [1.892, 1.077, -1.572]], "e_lumo_ha": [-0.0072, -0.0465], "charge": 0, "s2": 0.7566, "de_lowest_kcal_mol": 7.2, "multiplicity": 2, "max_force_ev_per_a": 4.19, "total_energy_ha": -677.84750}

=====

[6]
{"formula": "C6H8N2O4", "method": "ωB97M-V/def2-TZVPD", "species": ["O", "O", "O", "O", "N", "N", "C", "C", "C", "C", "C", "C", "H", "H", "H", "H", "H", "H", "H", "H"], "coordinates": [[-2.628, -1.120, -0.485], [-0.246, -1.424, 0.104], [-2.315, 1.217, 0.206], [4.182, -0.669, -0.017], [0.335, 0.705, -0.129], [1.926, -0.976, 0.219], [1.447, 1.617, -0.215], [0.614, -0.598, 0.001], [-4.541, 0.116, 0.268], [3.074, -0.139, 0.110], [-2.996, 0.230, -0.098], [2.798, 1.267, 0.125], [-1.613, -1.091, -0.452], [1.329, 2.683, -0.434], [2.085, -1.931, 0.140], [3.670, 1.987, -0.263], [-4.667, -0.800, 1.096], [-5.252, -0.238, -0.536], [-5.030, 1.193, 0.455], [-0.663, 1.104, -0.246]], "e_lumo_ha": 0.0012, "charge": 0, "de_lowest_kcal_mol": 46.0, "max_force_ev_per_a": 5.07, "total_energy_ha": -643.90065, "smiles": "O=c1cc[nH]c(=O)[nH]1.CC(=O)O"}

=====

> Number 3 is which compound?

C9H14O

=====

Repeat the third record exactly.
{"formula": "C9H14O", "method": "ωB97M-V/def2-TZVPD", "species": ["O", "C", "C", "C", "C", "C", "C", "C", "C", "C", "H", "H", "H", "H", "H", "H", "H", "H", "H", "H", "H", "H", "H", "H"], "coordinates": [[0.659, 2.508, -1.003], [-3.119, -0.457, -0.601], [1.767, -0.970, 0.809], [1.620, 1.394, 0.890], [1.874, 0.173, 1.572], [1.219, 1.430, -0.433], [1.368, -0.956, -0.552], [1.923, -2.234, 1.611], [-2.974, 0.963, -1.093], [1.138, 0.240, -1.174], [0.937, -2.537, 1.944], [-3.195, 0.923, -2.216], [-1.912, 1.241, -1.163], [0.630, 0.341, -2.111], [1.830, 2.381, 1.270], [-4.114, -0.804, -0.339], [0.753, 3.320, -0.420], [2.434, 0.206, 2.485], [-2.954, -1.114, -1.463], [1.202, -1.922, -1.074], [2.421, -3.078, 1.057], [-3.586, 1.734, -0.663], [-2.515, -0.716, 0.245], [2.595, -2.063, 2.422]], "e_lumo_ha": 0.0303, "charge": 0, "de_lowest_kcal_mol": 24.6, "max_force_ev_per_a": 3.57, "total_energy_ha": -426.53356, "smiles": "Cc1ccc(O)cc1.CC"}